Computed, not measured: an isolated ion of composition C9H22NSi and charge +1, with ωB97M-V with the def2-TZVPD basis set.

Geometry as XYZ:
```
33
Properties=species:S:1:pos:R:3:forces:R:3:mulliken_charge:R:1
C -1.18446 -3.45191 0.94021 -0.71 1.29 0.56 -1.257
C -1.51861 -1.96284 0.84623 -0.60 -1.17 2.19 0.165
C -1.63510 -1.21616 -0.22099 -0.74 0.71 -3.25 -0.360
Si -1.80347 0.64313 -0.37098 0.39 0.10 0.16 0.321
C -1.82714 1.07557 1.41988 1.27 1.30 0.96 -1.261
C -3.14851 1.56070 -1.28026 1.00 0.76 0.86 -1.251
C 0.01528 1.08524 -1.08486 -1.19 0.65 -1.44 -0.810
N 0.95377 0.38822 -0.18756 2.67 1.40 0.34 -0.080
C 2.54001 0.90021 -0.30180 -2.02 0.03 2.59 0.425
C 3.03683 0.13484 -1.46572 -1.12 -0.45 -1.68 -1.231
C 3.15764 0.56677 1.08781 -1.29 2.05 -0.64 -1.405
H -1.53919 -3.92825 0.09160 -0.69 -0.90 -1.97 0.404
H -1.62026 -4.02553 1.75655 0.06 0.58 0.38 0.342
H -0.13622 -3.59932 0.92193 1.20 -0.10 0.29 0.278
H -1.81980 -1.47884 1.78661 0.73 -0.30 -0.10 0.154
H -1.64759 -1.65277 -1.24241 0.58 -0.40 0.61 0.344
H -2.29670 1.99316 1.79776 0.32 0.08 -0.56 0.375
H -2.25995 0.32450 2.04605 -0.32 -0.69 0.12 0.415
H -0.75115 1.10278 1.73900 -0.79 0.22 0.24 0.308
H -3.50505 2.47136 -0.80036 0.50 0.06 0.74 0.382
H -2.89870 1.95103 -2.24167 -0.12 -0.61 -1.12 0.367
H -3.98399 0.93466 -1.16772 -1.40 -1.01 -0.84 0.405
H 0.27410 0.96963 -2.22467 -0.58 -0.36 2.33 0.364
H 0.09023 2.18433 -0.94498 0.35 -0.57 0.29 0.398
H 0.64244 0.46159 0.79179 0.18 -0.01 -0.42 0.164
H 1.09542 -0.58394 -0.37573 -0.73 -0.92 -0.29 0.423
H 2.32652 1.97442 -0.29043 0.68 -0.16 -0.99 0.349
H 3.41435 -0.82423 -1.16721 -0.17 -0.76 0.46 0.373
H 2.19095 -0.03837 -2.22086 1.42 0.33 0.83 0.295
H 3.88478 0.52329 -1.98224 0.40 0.93 -0.38 0.400
H 4.20460 0.65268 1.17031 1.42 0.38 -0.57 0.417
H 2.97685 -0.43078 1.33681 -0.67 -1.66 0.64 0.406
H 2.77212 1.29482 1.83787 -0.02 -0.80 -0.34 0.381
```
Forces are in eV/Å.

Properties
net charge	+1
SMILES	C/C=C/[Si](C)(C)C[NH2+]C(C)C
energy above the lowest of the compared OMol25 structures with the same formula, charge and spin	92.9	kJ/mol
frontier orbital gap	10.60	eV
calculated total energy	-700.07767	a.u.
spin multiplicity	1

=====

Computed, not measured: a single C5H6O molecule, with ωB97M-V with the def2-TZVPD basis set.

Geometry as XYZ:
```
12
Properties=species:S:1:pos:R:3:forces:R:3:mulliken_charge:R:1
O -1.50140 1.38396 -0.66746 -0.03 -0.14 0.04 -0.237
C -1.85197 0.38442 0.09880 0.27 0.00 -0.34 -0.377
C -0.94353 -0.80812 -0.12678 -0.10 -0.05 0.01 -0.558
C 0.24767 -0.57339 0.83887 0.06 -0.01 0.13 -0.474
C 1.31623 0.21630 0.22053 0.41 0.36 -0.24 -0.488
C 2.17928 0.87633 -0.30273 -0.43 -0.31 0.28 0.091
H -0.74730 1.18671 -1.26877 -0.09 0.00 0.10 0.299
H -0.12181 -0.03520 1.72206 0.08 -0.11 -0.06 0.335
H -0.57401 -0.90421 -1.16248 -0.08 0.07 0.15 0.411
H -1.46457 -1.73039 0.14260 0.06 0.18 0.02 0.281
H 0.64850 -1.52492 1.19981 -0.03 0.11 -0.13 0.317
H 2.95938 1.46381 -0.73434 -0.14 -0.11 0.04 0.401
```
Forces are in eV/Å.

Properties
net charge	0
energy above the lowest of the compared OMol25 structures with the same formula, charge and spin	400.2	kJ/mol
frontier orbital gap	9.42	eV
calculated total energy	-269.19380	a.u.
spin multiplicity	1

=====

Computed, not measured: a single C4H8O molecule, with ωB97M-V with the def2-TZVPD basis set.

Geometry as XYZ:
```
13
Properties=species:S:1:pos:R:3:forces:R:3:mulliken_charge:R:1
C 0.29897 0.92407 -1.25271 -0.31 -0.31 0.11 -1.241
C 0.41877 -0.35383 -0.33518 0.29 -0.37 0.41 -0.125
C 0.38647 -0.00309 1.12249 0.20 0.38 0.53 -0.564
C -0.52310 -1.11083 0.78676 0.70 0.13 -0.85 0.052
O -1.89062 -1.03232 0.58076 -0.33 0.86 -0.07 -0.535
H 1.28396 1.43515 -1.21088 -0.39 -0.47 0.17 0.329
H -0.40919 1.68735 -0.90408 -0.07 -0.43 0.08 0.319
H 0.11185 0.77286 -2.32424 -0.13 -0.37 0.31 0.347
H 1.20907 -0.98270 -0.73101 0.21 0.05 0.47 0.251
H 1.24764 -0.26786 1.71988 -0.05 0.13 0.33 0.264
H -0.08648 0.94337 1.34684 0.20 0.23 0.04 0.245
H -0.33341 -2.02211 1.39542 0.55 0.13 -1.45 0.337
H -1.89946 -0.65818 -0.30216 -0.86 0.03 -0.07 0.320
```
Forces are in eV/Å.

Properties
net charge	0
SMILES	C[C@H]1C[C@H]1O
energy above the lowest of the compared OMol25 structures with the same formula, charge and spin	227.4	kJ/mol
frontier orbital gap	10.02	eV
calculated total energy	-232.35901	a.u.
spin multiplicity	1

=====

Computed, not measured: C12H35N4SbSe4SiV as an isolated structure, with ωB97M-V with the def2-TZVPD basis set.

Geometry as XYZ:
```
58
Properties=species:S:1:pos:R:3:forces:R:3:mulliken_charge:R:1
V 2.56138 0.01899 -0.16684 -0.98 -0.42 -0.57 0.385
N 0.93369 1.74891 1.66965 -0.02 -0.07 -0.10 -0.152
C 0.64976 3.17550 1.50947 -0.07 -0.02 -0.07 -1.047
C -0.40665 3.43625 0.43475 0.12 -0.07 -0.02 0.026
C 0.08760 3.49908 -1.01415 -0.12 0.01 0.01 -0.912
C 0.39429 2.19667 -1.74564 0.06 0.09 0.14 -0.429
N 1.71067 1.61993 -1.39870 0.35 0.02 -0.24 -0.095
H 0.18496 1.30480 2.19162 -0.06 -0.02 -0.07 0.229
H 1.80521 1.62057 2.17602 0.00 0.06 0.11 0.067
H 1.58809 3.67765 1.25764 0.01 -0.02 -0.05 0.371
H 0.30412 3.62490 2.44978 0.02 0.00 0.01 0.443
H -0.90066 4.38888 0.65067 0.08 0.04 0.04 0.373
H -1.18038 2.66885 0.51109 -0.06 -0.03 -0.02 -0.130
H 0.96393 4.15661 -1.08749 0.00 0.02 0.06 0.357
H -0.69916 3.99355 -1.59229 0.00 -0.02 -0.04 0.422
H 0.42028 2.43561 -2.81512 -0.14 -0.06 0.00 0.356
H -0.39203 1.45924 -1.56919 0.01 -0.02 0.08 0.040
H 2.39827 2.36583 -1.29488 -0.07 0.04 0.11 0.212
H 2.07215 1.12908 -2.21914 0.11 0.13 -0.01 0.394
N 1.52878 -1.43126 1.18753 0.01 -0.07 0.23 -0.032
C 0.60462 -2.58596 1.23461 -0.01 0.08 0.00 -0.543
C 0.99899 -3.76129 0.35372 -0.19 0.09 -0.03 -0.820
C 0.58621 -3.52824 -1.09989 0.00 0.12 0.01 -0.294
C 1.57659 -2.70461 -1.92160 -0.04 -0.12 0.09 -0.869
N 1.31175 -1.26271 -1.86769 0.15 0.15 0.07 -0.367
H 2.37410 -1.64591 1.71561 -0.03 0.04 0.11 0.327
H 1.05863 -0.69665 1.71508 0.09 0.04 0.03 0.189
H -0.37206 -2.20633 0.92554 -0.03 -0.03 0.07 -0.036
H 0.50382 -2.90545 2.27785 0.08 -0.07 -0.01 0.405
H 0.46965 -4.63793 0.74019 0.00 0.00 -0.02 0.383
H 2.06777 -3.98454 0.42546 0.02 0.04 0.02 0.369
H -0.37851 -3.00968 -1.07190 -0.02 -0.07 -0.17 0.172
H 0.40146 -4.47400 -1.61522 0.15 -0.09 0.08 0.355
H 1.58675 -3.09266 -2.94762 -0.06 0.20 -0.06 0.446
H 2.59476 -2.81461 -1.54269 0.01 -0.17 -0.03 0.315
H 0.36703 -1.03126 -2.15940 -0.08 -0.03 0.10 0.168
H 1.99318 -0.83251 -2.49283 -0.06 0.00 -0.15 0.372
Se 7.09543 2.88687 1.20548 0.04 0.04 0.04 -0.714
Sb 6.33150 0.59344 0.84472 -0.10 -0.05 -0.11 0.451
Se 3.92337 0.50523 1.76377 0.44 0.25 0.62 -0.601
Se 4.25713 -0.31207 -1.71953 0.37 -0.03 -0.25 -0.679
Se 7.44730 -1.24402 1.99426 0.09 0.01 0.05 -0.716
C -4.09065 0.46544 1.89173 0.07 -0.03 -0.04 -1.098
Si -3.52309 -0.27637 0.22868 0.03 0.02 -0.09 -0.033
C -4.27347 -2.02705 0.09393 0.07 0.06 0.02 -1.108
C -4.60072 0.71670 -1.02610 0.10 -0.03 0.03 -1.200
C -1.75285 -0.27952 0.06222 -0.26 -0.08 0.06 0.567
H -5.18143 0.51116 1.97469 0.00 0.00 -0.01 0.293
H -3.70690 1.48620 1.99468 0.00 -0.01 0.00 0.312
H -3.69865 -0.11803 2.72847 -0.02 0.00 0.00 0.286
H -5.36843 -2.01614 0.09906 0.01 0.02 0.00 0.272
H -3.92763 -2.65532 0.91891 0.00 0.00 0.00 0.276
H -3.94859 -2.50134 -0.83804 0.00 0.01 0.01 0.296
H -5.67904 0.61193 -0.85573 0.01 -0.01 0.02 0.286
H -4.37971 0.38905 -2.04709 -0.02 -0.01 0.01 0.298
H -4.34821 1.78096 -0.96932 0.00 -0.01 0.00 0.282
H -1.13046 0.51140 0.45933 0.06 0.09 0.02 -0.464
H -1.21398 -0.94386 -0.60809 -0.11 -0.01 -0.07 -0.454
```
Forces are in eV/Å.

Properties
net charge	-2
energy above the lowest of the compared OMol25 structures with the same formula, charge and spin	199.6	kJ/mol
frontier orbital gap (spin up / spin down)	5.19 / 5.41	eV
calculated total energy	-11776.81653	a.u.
spin multiplicity	4

=====

Computed, not measured: a 2-piece molecular cluster, C3H6IO2P overall, with ωB97M-V with the def2-TZVPD basis set.

Geometry as XYZ:
```
13
Properties=species:S:1:pos:R:3:forces:R:3:mulliken_charge:R:1
C -1.59718 -0.30201 0.48033 -0.08 -0.87 1.50 0.283
C 1.59336 -1.18294 0.45837 -2.59 -2.67 -0.73 -0.563
C -0.10269 1.74381 -0.80733 0.03 -4.17 0.32 -1.114
O -1.29425 -0.51551 1.61980 -0.37 0.59 -1.54 -0.456
O 0.55349 -1.52488 -0.50500 -0.47 0.40 -0.83 -0.261
P -0.76442 -0.79265 -1.08174 1.00 2.56 0.97 0.241
I -3.63900 0.51011 -0.02804 0.31 0.02 0.04 -0.093
H 2.18792 -2.06570 0.27976 0.73 0.08 1.17 0.234
H 1.08554 -0.99455 1.37513 0.08 -0.65 1.15 0.293
H 2.05504 -0.31939 0.22176 1.77 2.83 -1.32 0.301
H 0.61941 1.61363 -1.56796 0.02 0.97 -1.10 0.351
H 0.29038 1.59648 0.14354 1.35 -0.40 1.65 0.373
H -0.98759 2.23361 -0.58865 -1.77 1.31 -1.28 0.411
```
Forces are in eV/Å.

Properties
net charge	0
energy above the lowest of the compared OMol25 structures with the same formula, charge and spin	282.2	kJ/mol
frontier orbital gap (spin up / spin down)	8.16 / 8.16	eV
calculated total energy	-907.32839	a.u.
spin multiplicity	1

=====

Computed, not measured: a 2-piece molecular cluster, C5H10O overall, with ωB97M-V with the def2-TZVPD basis set.

Geometry as XYZ:
```
16
Properties=species:S:1:pos:R:3:forces:R:3:mulliken_charge:R:1
C -2.30273 -1.57035 1.35291 -0.40 -0.32 -0.10 -0.731
C -1.17903 -1.44190 0.67191 0.07 0.76 -0.16 0.065
C -1.14792 -1.20315 -0.81461 0.78 -0.56 0.41 -0.932
H -2.40393 -1.51482 2.42655 0.29 -0.29 0.10 0.272
H -3.21522 -1.75993 0.79845 -0.17 0.28 0.05 0.234
H -0.22089 -1.32845 1.16488 -0.01 0.09 0.23 0.295
H -1.17311 -0.13132 -1.00539 -0.32 0.06 -0.13 0.123
H -1.94780 -1.73279 -1.32368 -0.10 0.18 -0.16 0.403
H -0.17691 -1.52199 -1.19587 -0.12 -0.18 -0.26 0.271
C 2.18011 0.65463 0.41473 0.36 -0.71 0.12 -0.784
C 1.79989 1.26726 -0.69473 0.38 1.84 0.15 0.028
O 0.78757 2.19916 -0.79775 -0.23 -0.74 0.29 -0.506
H 2.92087 -0.12875 0.34846 0.37 0.23 -0.14 0.241
H 1.87549 0.87203 1.42746 -0.81 -0.04 -0.13 0.315
H 2.44657 1.41183 -1.54992 -0.09 -1.00 -0.39 0.374
H 0.04423 1.83480 -0.29967 0.01 0.40 0.12 0.333
```
Forces are in eV/Å.

Properties
net charge	0
SMILES	C=CC.C=CO
energy above the lowest of the compared OMol25 structures with the same formula, charge and spin	219.0	kJ/mol
frontier orbital gap	10.25	eV
calculated total energy	-271.66921	a.u.
spin multiplicity	1